(1)
DFT (ωB97M-V/def2-TZVPD) results for a gas-phase ion, C5H8NO2 (charge +1).

Results
Structure (SMILES): C[C@]12C=C[C@H]([NH2+]1)OO2
Total charge: +1
Frontier orbital gap, eV: 11.234

```
16
C5H8NO2 | the Open Molecules 2025 dataset | ωB97M-V/def2-TZVPD
C -0.9525 -0.5341 -1.4181
C -0.2970 0.5749 -1.1453
C -0.6904 -1.5079 -0.3145
C 0.4549 0.2987 0.0778
C 1.0627 1.4663 0.9029
N -0.5931 -0.5397 0.8616
O 0.5917 -1.9573 -0.3868
O 1.3984 -0.7733 -0.0674
H -1.5201 -0.6756 -2.3320
H -0.1680 1.4828 -1.8261
H -1.2284 -2.4773 -0.2335
H 1.7715 1.2933 1.7910
H 0.3039 2.2599 1.0567
H 1.5789 2.1535 0.1183
H -1.4486 -0.0779 1.0564
H -0.2640 -0.9863 1.8589
```

Atom charges from the Löwdin analysis, given in e for atoms 1 to 2: atom 1 (C): 0.043, atom 2 (C): 0.023

=====

(2)
DFT (ωB97M-V/def2-TZVPD) results for a gas-phase ion, C5H8NO2 (charge +1).

Results
Total charge: +1
Frontier orbital gap, eV: 9.955

```
16
C5H8NO2 | the Open Molecules 2025 dataset | ωB97M-V/def2-TZVPD
C 2.0478 -0.4367 0.0153
C -0.2864 1.0670 0.4229
C -1.2513 -1.1789 -0.8997
C 0.8532 1.7275 -0.2831
C -0.3058 -0.3245 -0.1439
N -1.0842 -1.3332 0.6046
O 2.5857 -1.4441 -0.0054
O 2.0717 0.7887 -0.0361
H -0.0512 1.0706 1.5816
H -1.0833 1.8285 0.3015
H -2.1500 -0.8011 -1.2298
H -0.8501 -1.9514 -1.3649
H 0.8859 1.7224 -1.3005
H 1.3293 2.5511 0.2065
H -1.9221 -1.0672 1.1335
H -0.7892 -2.2186 0.9972
```

Atom charges from the Löwdin analysis, given in e for atoms 1 to 2: atom 1 (C): -0.293, atom 2 (C): -0.141

=====

So which one is most stable? That would be (2), about 0.0202 hartree below the next structure.

=====

(1)
DFT (ωB97M-V/def2-TZVPD) results for a single C6H18OSi2 molecule.

Results
Total charge: 0
Frontier orbital gap, eV: 10.356

```
27
C6H18OSi2 | the Open Molecules 2025 dataset | ωB97M-V/def2-TZVPD
O 0.4676 1.1237 0.6048
C 0.2511 -1.2095 -1.6940
C 1.5512 1.4721 -1.9047
C 2.5156 -0.7979 0.0270
C -2.1451 0.8886 -0.2822
C -1.0073 -1.6542 1.2564
C -1.2762 1.1577 2.4938
Si 0.9942 0.1548 -0.6506
Si -0.8689 0.2099 0.9062
H 0.9544 -1.5441 -2.4584
H -0.6548 -0.8644 -2.1991
H 0.0757 -2.1354 -1.1334
H 2.5094 1.1915 -2.3413
H 1.6369 2.4577 -1.4696
H 0.7644 1.4968 -2.6532
H 2.7324 -0.4793 1.0519
H 3.3943 -0.6983 -0.6032
H 2.3389 -1.8617 0.1154
H -2.1363 0.1823 -1.1261
H -1.8035 1.8694 -0.5863
H -3.1355 1.0045 0.1259
H -1.8262 -1.7825 1.9541
H -1.2168 -2.2233 0.3522
H -0.1546 -2.0939 1.7291
H -0.3227 1.3671 2.9389
H -1.7612 2.1509 2.3418
H -1.8771 0.6173 3.2046
```

Atom charges from the Löwdin analysis, given in e for atoms 1 to 2: atom 1 (O): -0.239, atom 2 (C): -0.179

=====

(2)
DFT (ωB97M-V/def2-TZVPD) results for 2 unconnected molecules or ions with the total composition C6H18OSi2.

Results
Structure (SMILES): CC[SiH](CC)CC.O=[SiH2]
Total charge: 0
Frontier orbital gap, eV: 9.007

```
27
C6H18OSi2 | the Open Molecules 2025 dataset | ωB97M-V/def2-TZVPD
C -0.3294 -1.8915 2.5199
C 0.5461 -1.3893 -2.8674
C 1.3618 1.9190 -0.6763
C 0.5378 -1.0010 1.6386
C 0.9892 -1.6351 -1.4262
C -0.0565 1.3071 -0.7005
O -2.1170 3.8808 0.9687
Si -2.4817 2.5670 1.5483
Si -0.0510 -0.5746 -0.2636
H -0.5095 -2.8598 2.2391
H 0.2038 -1.8349 3.5103
H -1.3501 -1.5291 2.7422
H 1.3615 -1.2355 -3.4794
H 0.0050 -2.1280 -3.2891
H -0.0490 -0.4931 -2.8375
H 1.2872 2.9339 -1.0581
H 1.8625 1.9554 0.2633
H 1.9227 1.4229 -1.4218
H 1.5561 -1.4751 1.4812
H 0.9044 -0.0430 2.0664
H 1.8545 -0.9827 -1.4140
H 1.1623 -2.6477 -1.0906
H -0.3074 1.2399 -1.8141
H -0.8926 1.6043 -0.0860
H -1.4421 -0.9526 -0.2584
H -2.5515 2.1625 3.0571
H -3.4169 1.6802 0.6479
```

Atom charges from the Löwdin analysis, given in e for atoms 1 to 2: atom 1 (C): -0.187, atom 2 (C): -0.150

=====

So which one is most stable? That would be (1), about 0.1726 hartree below the next structure.

=====

(1)
DFT (ωB97M-V/def2-TZVPD) results for a gas-phase ion, C3H7N4S (charge +1).

Results
Total charge: +1
Frontier orbital gap, eV: 8.745

```
15
C3H7N4S | the Open Molecules 2025 dataset | ωB97M-V/def2-TZVPD
C 0.4410 -0.6638 1.4353
C -0.0769 0.1693 -0.9317
C -1.5757 0.5798 -0.9361
N 0.6591 1.0904 -1.8626
N 1.6958 1.5808 -1.4627
N 3.7354 0.8568 -0.2563
N 0.6961 0.0882 0.3536
S 2.3878 1.4533 0.0546
H 1.1461 -0.4897 2.2362
H -0.3050 -1.4189 1.6048
H -0.2027 -0.8127 -1.5101
H -2.1603 -0.3368 -0.7808
H -1.8529 1.1295 -1.8450
H -1.8129 1.2892 -0.1748
H 4.2931 0.8647 0.5610
```

Atom charges from the Löwdin analysis, given in e for atoms 1 to 2: atom 1 (C): 0.140, atom 2 (C): -0.349

=====

(2)
DFT (ωB97M-V/def2-TZVPD) results for 2 unconnected molecules or ions with the total composition C3H7N4S.

Results
Total charge: +1
Frontier orbital gap (spin up / spin down), eV: 7.900 / 7.903

```
15
C3H7N4S | the Open Molecules 2025 dataset | ωB97M-V/def2-TZVPD
C -1.3411 -0.0668 0.0236
C -1.1451 -1.1222 -1.0036
C 0.0068 1.7118 1.1897
N 2.5134 -1.2202 -0.1104
N 2.1801 -0.4214 0.6035
N 0.7969 0.4276 -0.6072
N -0.2469 0.6146 0.2043
S 0.4360 -0.6768 -1.8185
H -2.2328 0.1214 0.6619
H -1.1056 -2.2810 -0.6572
H -2.0083 -1.0757 -1.8435
H 0.6700 1.1824 1.9867
H -0.8723 1.8623 1.8068
H 0.2761 2.5520 0.6360
H 2.0728 -1.6079 -1.0722
```

Atom charges from the Löwdin analysis, given in e for atoms 1 to 2: atom 1 (C): -0.076, atom 2 (C): -0.362

=====

So which one is most stable? That would be (2), about 0.0037 hartree below the next structure.

=====

(1)
DFT (ωB97M-V/def2-TZVPD) results for 2 unconnected molecules or ions with the total composition C10H14N4.

Results
Total charge: +2
Frontier orbital gap, eV: 9.486

```
28
C10H14N4 | the Open Molecules 2025 dataset | ωB97M-V/def2-TZVPD
C 3.9427 0.8844 0.1572
C 3.3169 -0.1819 -0.5376
C 3.1063 1.7246 0.8822
C 1.9440 -0.2724 -0.7349
C 1.1885 0.6526 0.0184
C -2.5531 1.9532 -0.9335
C -0.9382 0.7955 -0.0845
C -3.0502 0.0323 0.4961
C 1.3388 -1.1002 -1.7945
C -1.0689 -1.1059 1.4373
N 1.7761 1.5963 0.7670
N -3.4475 1.1120 -0.4875
N -1.2961 1.8923 -0.6792
N -1.5953 -0.1226 0.5553
H 4.9313 1.1170 0.3302
H 3.8316 -0.9091 -1.0856
H 3.5648 2.5087 1.6078
H -2.7989 2.7421 -1.5061
H -3.3808 0.4038 1.4063
H -3.6412 -0.9133 0.0447
H 1.6536 -0.6795 -2.7060
H 1.7801 -2.0585 -1.7733
H 0.3011 -1.3867 -1.5688
H -1.6176 -1.1452 2.4652
H 0.0769 -1.1309 1.4267
H -1.3739 -2.1977 0.9958
H -4.4506 1.2741 -0.5154
H 1.1756 2.2739 1.3128
```

Atom charges from the Löwdin analysis, given in e for atoms 1 to 2: atom 1 (C): 0.050, atom 2 (C): 0.072

=====

(2)
DFT (ωB97M-V/def2-TZVPD) results for 2 unconnected molecules or ions with the total composition C10H14N4.

Results
Total charge: +2
Frontier orbital gap, eV: 7.361

```
28
C10H14N4 | the Open Molecules 2025 dataset | ωB97M-V/def2-TZVPD
C -6.6478 -3.6981 -8.9713
C -7.1539 -3.7945 -7.6759
C -6.8456 -2.6261 -9.8067
C -8.0869 -2.8426 -7.2921
C -7.7164 -1.6248 -9.3720
C -8.4988 -1.7553 -8.1538
C 7.8891 2.2206 7.9275
C 6.7134 0.3890 7.2122
C 5.4488 3.6723 7.2714
C 6.2917 3.0592 6.2259
N 8.1319 1.1810 8.7006
N 7.4770 0.1791 8.2368
N -9.2657 -0.8050 -7.8067
N 7.0885 2.0064 6.9236
H -5.8817 -4.4818 -9.2552
H -7.1095 -4.6343 -7.1469
H -6.5629 -2.4197 -10.8570
H -8.6430 -3.0179 -6.2885
H -7.5321 -0.6332 -9.7617
H 8.4132 3.2391 8.1992
H 6.0671 -0.1098 6.4418
H 5.3684 4.7361 6.9647
H 4.4942 3.3904 7.2546
H 5.9566 3.4864 8.1655
H 7.0246 3.6443 5.7044
H 5.7752 2.4639 5.3459
H 7.4599 -0.7472 8.7774
H -9.6554 -0.4774 -6.9636
```

Atom charges from the Löwdin analysis, given in e for atoms 1 to 2: atom 1 (C): 0.032, atom 2 (C): -0.005

=====

So which one is most stable? That would be (1), about 0.0408 hartree below the next structure.

=====

(1)
DFT (ωB97M-V/def2-TZVPD) results for a gas-phase ion, C10H14N4 (charge +2).

Results
Structure (SMILES): N/C(=C/C=[NH2+])N(C=[NH2+])c1ccccc1
Total charge: +2
Frontier orbital gap, eV: 7.706

```
28
C10H14N4 | the Open Molecules 2025 dataset | ωB97M-V/def2-TZVPD
C -0.9057 -3.6253 1.0336
C 0.0658 -2.8247 1.4856
C -1.7980 -3.0808 0.1358
C 0.2322 -1.5114 1.0795
C -1.6485 -1.8077 -0.3323
C -0.5614 -1.0211 0.1013
C 0.8475 2.4361 0.5904
C 2.0637 2.4819 -0.0547
C -0.1662 1.5723 0.7193
C -0.3564 0.6288 -1.7127
N -0.3200 0.2562 -0.4177
N -0.2986 1.7929 -2.3003
N -1.0751 1.3931 1.6262
N 2.6073 1.5333 -0.8002
H -0.9121 -4.6607 1.3412
H 0.8082 -3.2317 2.2484
H -2.3820 -3.7044 -0.3988
H 1.0930 -1.0298 1.4513
H -2.2397 -1.5109 -1.1977
H 0.6896 3.1467 1.3101
H 2.4994 3.5185 -0.1522
H -0.5920 -0.2443 -2.3215
H -0.1909 2.7546 -1.9359
H -0.3102 1.7263 -3.2876
H -1.2379 2.1067 2.3790
H -1.6419 0.5441 1.6123
H 3.6297 1.6272 -1.2203
H 2.1001 0.7339 -0.9819
```

Atom charges from the Löwdin analysis, given in e for atoms 1 to 2: atom 1 (C): -0.031, atom 2 (C): -0.056

=====

(2)
DFT (ωB97M-V/def2-TZVPD) results for a gas-phase ion, C10H14N4 (charge +2).

Results
Total charge: +2
Frontier orbital gap, eV: 7.718

```
28
C10H14N4 | the Open Molecules 2025 dataset | ωB97M-V/def2-TZVPD
C 0.3482 -3.6014 -0.5797
C 0.6753 -2.6135 -1.4852
C 0.1873 -3.3884 0.7494
C 0.8030 -1.3256 -1.0842
C 0.1933 -2.0540 1.2041
C 0.5147 -1.0108 0.2683
C -1.4897 1.1244 -0.0282
C 0.4076 2.1973 -0.7669
C 0.5474 0.3292 0.7375
C 0.2385 0.8286 2.1069
N -0.9323 2.2105 -0.6994
N 1.1370 1.3615 -0.0195
N -2.7814 0.9888 0.0128
N 0.9673 3.0497 -1.6200
H 0.3702 -4.5295 -1.0368
H 0.8578 -2.9762 -2.4240
H 0.0237 -4.1735 1.3469
H 1.0451 -0.6001 -1.7687
H -0.0536 -1.9574 2.2357
H 0.5586 1.8199 2.2547
H 0.8734 0.3597 2.7645
H -0.8123 0.7332 2.5138
H -1.3006 2.9438 -1.1868
H 2.1110 1.4452 0.2196
H -3.3001 0.2247 0.4115
H -3.5787 1.5523 -0.2311
H 0.4851 3.8784 -2.0015
H 1.9042 3.1832 -1.8936
```

Atom charges from the Löwdin analysis, given in e for atoms 1 to 2: atom 1 (C): 0.002, atom 2 (C): -0.014

=====

So which one is most stable? That would be (1), about 0.0263 hartree below the next structure.

=====

(1)
DFT (ωB97M-V/def2-TZVPD) results for a molecular structure, FH2O2P.

Results
Total charge: 0
Frontier orbital gap, eV: 10.290

```
6
FH2O2P | the Open Molecules 2025 dataset | ωB97M-V/def2-TZVPD
O -1.2629 1.2904 0.2836
O 0.6082 -0.6558 -0.2616
F -2.0928 -1.0427 0.4180
P -1.4701 0.0124 -0.6260
H -0.3345 1.3878 0.4021
H 0.9624 -1.0050 -1.0640
```

Atom charges from the Löwdin analysis, given in e for atoms 1 to 2: atom 1 (O): -0.269, atom 2 (O): -0.363

=====

(2)
DFT (ωB97M-V/def2-TZVPD) results for a single FH2O2P molecule.

Results
Structure (SMILES): FOOP
Total charge: 0
Frontier orbital gap, eV: 11.313

```
6
FH2O2P | the Open Molecules 2025 dataset | ωB97M-V/def2-TZVPD
O 1.3132 -0.1496 0.6627
O 0.4455 0.9187 0.2975
F 1.7524 -0.7421 -0.4223
P -1.0752 0.6232 -0.3087
H -0.7468 -0.4538 -0.9064
H -1.6891 -0.1964 0.6772
```

Atom charges from the Löwdin analysis, given in e for atoms 1 to 2: atom 1 (O): -0.096, atom 2 (O): -0.469

=====

So which one is most stable? That would be (1), about 0.2660 hartree below the next structure.